21
Properties=species:S:1:pos:R:3:forces:R:3:nbo_charge:R:1 method="wB97M-V/def2-TZVPD" smiles="C=CCN/C=C/C.O" homo_lumo_gap_ev=8.9 e_lumo_ev=0.696 homo_ev=-8.22 energy_ev=-9968.324 mol_weight_da=115.2
C -1.770 0.561 -2.760 -0.75 0.02 -0.03 -0.4037
C -1.458 0.092 -1.558 0.50 -0.35 0.01 -0.1905
C -0.661 -1.193 -1.433 -0.48 -0.55 -0.81 -0.2625
N 0.774 -0.908 -1.545 0.02 -0.05 1.32 -0.6309
C 1.398 -0.576 -0.269 0.58 -1.29 -1.73 -0.0465
C 1.786 -1.591 0.500 -0.25 0.86 0.87 -0.1984
C 2.382 -1.402 1.887 -0.72 -0.63 -0.88 -0.6508
H -1.743 -0.076 -3.634 0.39 -0.14 -0.04 0.1893
H -2.191 1.540 -2.961 0.00 0.04 0.34 0.1978
H -1.568 0.681 -0.654 -0.01 0.18 -0.08 0.1991
H -0.840 -1.826 -0.564 0.07 0.64 0.50 0.2099
H -0.973 -1.903 -2.213 0.21 0.45 -0.38 0.1916
H 0.943 -0.227 -2.267 -0.05 0.24 0.07 0.3685
H 1.718 0.444 -0.094 -0.25 0.16 0.18 0.1805
H 1.545 -2.606 0.211 0.02 0.03 -0.25 0.1992
H 1.688 -0.811 2.479 0.32 0.19 0.25 0.2173
H 2.427 -2.397 2.317 0.29 0.01 0.42 0.2128
H 3.376 -0.975 1.831 0.12 0.19 0.23 0.2173
O -2.366 4.154 3.837 0.99 -1.49 -0.07 -0.9464
H -1.677 4.033 3.154 -0.76 0.49 0.51 0.4747
H -2.793 4.987 3.735 -0.22 1.00 -0.45 0.4718

***

11
Properties=species:S:1:pos:R:3:forces:R:3:lowdin_spin:R:1 method="wB97M-V/def2-TZVPD" homo_lumo_gap_ev="7.8 / 7.9" e_lumo_ev="0.186 / -1.170" spin_multiplicity=3 s_squared=2.05 homo_ev="-7.63 / -9.03" energy_ev=-21778.701 mol_weight_da=104.0
C -0.501 0.190 -0.696 1.27 0.17 0.61 0.4526
C -1.708 1.005 -0.335 1.87 0.66 -0.63 0.0571
C -1.589 -0.445 0.119 0.54 1.46 -2.63 0.0578
P 1.826 0.832 0.198 -2.58 0.42 -0.67 1.1684
P 2.953 -0.897 -0.336 0.76 0.43 0.29 0.1678
H -1.319 1.855 0.271 -0.89 -0.89 0.27 0.0053
H -2.197 1.414 -1.213 -0.61 -0.49 0.13 0.0139
H -2.046 -1.298 -0.349 -0.59 0.07 -0.19 0.0114
H -1.334 -0.564 1.091 0.43 -0.52 3.04 0.0055
H 2.148 -1.690 0.478 -0.15 -0.54 0.36 0.0359
H 3.767 -0.403 0.772 -0.04 -0.76 -0.58 0.0244

***

103
Properties=species:S:1:pos:R:3:forces:R:3:lowdin_spin:R:1 method="wB97M-V/def2-TZVPD" homo_lumo_gap_ev="6.4 / 5.7" e_lumo_ev="-5.987 / -6.683" spin_multiplicity=5 s_squared=6.04 charge=+2 homo_ev="-12.42 / -12.34" energy_ev=-193339.971 mol_weight_da=1044.9
Fe -0.015 0.649 0.779 -3.03 -0.06 0.32 3.5287
C -3.139 -2.730 2.889 0.09 -0.01 0.08 -0.0001
C -2.692 -1.480 2.153 0.01 0.26 -0.19 -0.0003
O -3.695 -0.477 2.179 -0.48 0.20 0.21 0.0002
P -1.282 -0.631 2.924 -0.43 -0.24 1.86 0.0036
O -1.496 0.912 2.631 0.47 -0.33 -0.08 0.0264
O -1.440 -0.676 4.497 -0.40 0.23 -0.53 0.0020
O 0.073 -1.006 2.457 0.04 0.36 -0.13 0.0287
P -2.300 -1.768 0.362 -0.27 -0.42 -0.32 0.0045
O -2.104 -3.361 0.240 -0.06 0.48 0.18 0.0019
O -3.485 -1.329 -0.407 -0.28 -0.14 0.11 0.0009
O -0.956 -1.168 0.036 0.37 0.26 0.16 0.0370
H -3.512 -2.478 3.881 0.02 0.08 -0.04 0.0000
H -2.313 -3.430 2.981 -0.01 -0.21 0.03 0.0000
H -3.946 -3.201 2.326 0.05 -0.07 0.06 0.0000
H -4.296 -0.643 1.434 0.08 0.09 -0.02 0.0000
H -2.367 1.250 2.870 -0.43 0.23 -0.24 0.0011
H -1.023 -1.399 4.964 0.23 -0.40 0.30 0.0002
H -2.860 -3.749 -0.207 -0.27 -0.29 -0.17 0.0001
C 2.898 -0.675 2.583 -0.45 0.34 -0.36 0.0820
Sb 2.175 -0.433 0.360 2.66 -1.48 -0.80 0.0246
C 1.521 -0.389 -1.851 0.05 -0.24 0.57 0.0553
C 4.126 -1.393 -0.116 -0.02 0.31 0.06 -0.0007
C 4.049 -2.304 -1.270 -0.03 -0.37 -0.35 -0.0004
C 4.562 -1.908 -2.504 0.04 -0.07 0.08 -0.0008
C 4.542 -2.752 -3.596 -0.12 0.01 -0.03 0.0001
C 3.995 -4.020 -3.470 0.03 0.05 -0.06 -0.0012
C 3.473 -4.424 -2.258 0.09 0.02 0.16 -0.0001
C 3.484 -3.587 -1.143 0.36 0.33 -0.57 -0.0010
C 2.863 -4.034 0.113 -0.48 0.31 0.51 -0.0036
Sb 0.965 -2.943 0.380 1.14 -2.08 -0.60 -0.0127
C 0.283 -4.274 1.942 -0.08 0.56 -0.05 -0.0029
C 0.185 -3.745 -1.458 0.01 0.39 0.27 -0.0028
H 3.963 -0.446 2.632 -0.06 0.03 -0.29 0.0038
H 2.728 -1.726 2.822 -0.02 -0.03 -0.21 0.0045
H 2.353 -0.066 3.297 -0.06 0.08 -0.11 0.0011
H 1.753 -1.327 -2.352 0.04 -0.08 0.06 0.0044
H 2.031 0.427 -2.360 0.12 0.08 0.20 0.0021
H 0.445 -0.224 -1.865 -0.07 0.07 0.02 0.0007
H 4.413 -1.928 0.786 -0.20 0.19 0.22 -0.0004
H 4.846 -0.598 -0.275 0.10 0.09 0.01 0.0004
H 5.010 -0.930 -2.587 0.07 0.18 -0.06 0.0000
H 4.945 -2.428 -4.541 0.11 0.05 -0.12 0.0000
H 3.989 -4.696 -4.310 -0.01 -0.08 -0.11 -0.0001
H 3.073 -5.422 -2.153 -0.08 -0.13 -0.02 0.0000
H 3.478 -3.831 0.986 0.08 -0.06 0.16 -0.0001
H 2.629 -5.095 0.086 -0.07 -0.09 0.06 -0.0004
H 0.868 -5.188 1.869 0.10 0.11 -0.12 -0.0003
H -0.766 -4.497 1.803 -0.08 0.00 -0.07 -0.0001
H 0.441 -3.812 2.912 0.07 0.03 0.08 0.0001
H -0.298 -4.692 -1.237 -0.01 -0.06 0.15 -0.0004
H 1.015 -3.908 -2.138 0.07 0.10 0.03 0.0000
H -0.535 -3.060 -1.888 -0.03 0.06 -0.07 0.0000
C 1.259 5.266 2.174 -0.21 -0.84 -0.28 0.0113
Si 0.389 3.559 2.030 0.18 0.68 0.47 0.0318
C 0.895 2.473 3.518 -0.30 0.38 -0.54 0.0059
C -1.482 3.936 1.947 0.65 -0.39 -0.08 0.0020
Ge 1.326 2.381 -0.005 1.59 2.83 -0.96 0.0237
Si 0.489 3.443 -2.290 0.16 0.20 -0.28 0.0222
C -1.380 3.389 -2.674 0.72 -0.23 0.40 0.0046
C 0.962 5.277 -2.003 -0.08 -0.91 0.08 0.0026
C 1.490 2.730 -3.764 -0.41 0.19 0.79 0.0039
Si 3.765 3.215 0.072 0.26 -0.20 0.22 0.0240
C 4.716 2.219 -1.254 -0.45 0.27 0.59 0.0061
C 4.343 2.797 1.847 -0.20 0.04 -0.77 0.0041
C 4.087 5.073 -0.257 -0.46 -0.67 0.02 0.0025
H 0.825 5.823 3.000 -0.18 -0.01 0.20 0.0018
H 1.126 5.866 1.280 -0.07 0.08 -0.19 -0.0001
H 2.323 5.180 2.363 0.21 -0.08 0.03 0.0000
H 0.246 2.649 4.369 -0.20 0.08 0.18 0.0006
H 1.911 2.685 3.836 0.23 0.03 -0.08 0.0003
H 0.817 1.421 3.267 0.15 -0.19 0.13 0.0021
H -1.893 4.081 2.940 0.05 0.06 0.34 0.0004
H -2.028 3.137 1.467 -0.18 -0.07 -0.08 0.0000
H -1.676 4.845 1.388 0.09 0.19 -0.16 0.0000
H -1.957 3.780 -1.846 -0.10 0.15 0.21 0.0001
H -1.730 2.384 -2.873 -0.02 -0.27 -0.08 0.0000
H -1.599 3.998 -3.547 0.19 0.16 -0.18 0.0010
H 0.508 5.672 -1.100 -0.12 0.06 0.20 0.0001
H 0.620 5.888 -2.833 -0.16 -0.02 -0.24 0.0005
H 2.033 5.409 -1.926 0.25 0.00 0.02 0.0000
H 1.129 1.755 -4.077 -0.10 -0.18 0.04 0.0002
H 2.549 2.647 -3.542 0.17 -0.01 0.09 0.0000
H 1.391 3.391 -4.621 -0.10 0.24 -0.06 0.0007
H 4.430 1.173 -1.246 -0.06 -0.18 -0.08 0.0003
H 5.786 2.270 -1.076 0.23 0.07 0.12 0.0010
H 4.540 2.607 -2.252 -0.12 0.11 -0.15 0.0000
H 3.842 1.915 2.232 -0.07 -0.17 0.13 0.0000
H 4.156 3.621 2.528 -0.12 0.16 0.09 0.0000
H 5.412 2.611 1.862 0.26 -0.03 -0.04 0.0006
H 4.296 5.254 -1.305 -0.03 -0.04 -0.25 0.0000
H 4.962 5.402 0.295 0.21 -0.16 0.23 0.0004
H 3.268 5.716 0.038 -0.18 0.12 0.09 0.0001
N -4.974 0.404 -1.789 -0.09 0.10 -0.01 0.0009
C -4.963 1.529 -1.073 -0.31 -0.22 -0.61 0.0012
N -6.050 2.305 -1.030 -0.06 -0.13 -0.04 0.0011
N -3.911 1.965 -0.416 -0.57 0.68 0.59 0.0044
C -2.710 1.596 -0.358 0.46 0.23 -0.19 0.0119
N -1.555 1.536 -0.204 0.04 -0.89 -0.01 0.0394
H -5.837 0.066 -2.182 -0.04 0.07 -0.06 0.0000
H -4.266 -0.296 -1.572 -0.06 0.04 0.03 0.0000
H -6.886 2.063 -1.532 -0.05 0.02 0.02 0.0000
H -6.011 3.187 -0.548 0.07 -0.03 -0.02 0.0000

***

50
Properties=species:S:1:pos:R:3:forces:R:3:nbo_charge:R:1 method="wB97M-V/def2-TZVPD" homo_lumo_gap_ev=5.9 e_lumo_ev=4.767 charge=-2 homo_ev=-1.14 energy_ev=-72403.048 mol_weight_da=626.9
Pd 0.915 -0.142 -1.430 1.35 -0.11 0.21 0.3219
N -4.905 -1.803 3.146 0.03 -0.04 0.04 -0.8179
C -3.575 -1.371 2.936 -0.02 -0.02 0.03 0.1390
C -2.853 -1.834 1.842 0.03 -0.04 -0.03 -0.2205
C -1.532 -1.458 1.666 -0.03 0.07 0.02 -0.1498
C -0.930 -0.601 2.573 -0.05 -0.19 0.11 -0.3474
C -1.638 -0.136 3.668 -0.06 -0.01 -0.07 -0.1409
C -2.957 -0.522 3.852 0.03 0.01 0.02 -0.2967
S 0.786 -0.197 2.357 0.15 0.01 -0.07 2.3340
O 1.448 -1.467 2.173 0.09 0.01 0.06 -0.9739
O 1.173 0.582 3.516 -0.03 0.05 0.08 -0.9964
N 0.944 0.613 0.989 -0.52 0.25 -0.19 -0.9401
C 0.138 1.663 0.719 0.41 -0.03 0.15 0.5797
N 0.383 2.266 -0.482 -0.10 0.00 0.08 -0.5433
C -0.471 3.183 -0.884 0.12 -0.01 -0.10 0.1073
C -1.562 3.594 -0.129 -0.04 -0.01 0.02 -0.4013
C -1.662 3.005 1.118 0.02 -0.03 0.03 0.1031
N -0.824 2.086 1.567 -0.06 0.05 0.03 -0.5332
H -5.367 -2.063 2.287 -0.01 0.06 0.00 0.3669
H -5.458 -1.133 3.659 -0.01 0.02 -0.06 0.3584
H -3.328 -2.488 1.119 0.00 0.02 -0.01 0.1971
H -0.971 -1.808 0.812 0.00 -0.01 -0.01 0.2517
H -1.146 0.540 4.354 0.00 0.00 0.00 0.2351
H -3.518 -0.164 4.710 0.01 0.00 0.00 0.1863
H -0.271 3.616 -1.861 -0.02 -0.01 -0.01 0.1818
H -2.273 4.324 -0.488 0.00 0.00 0.00 0.2014
H -2.458 3.290 1.803 0.00 0.01 0.01 0.1673
N 3.235 2.498 -1.505 -0.14 -0.02 -0.07 -0.8337
C 4.247 1.599 -1.573 0.03 -0.02 -0.12 0.6651
O 5.428 1.930 -1.479 0.01 0.04 0.11 -0.6827
C 3.834 0.186 -1.791 -0.06 0.00 -0.04 -0.2053
C 4.587 -0.816 -1.235 0.08 -0.13 0.05 -0.1381
C 4.183 -2.148 -1.376 0.02 0.06 0.00 -0.3352
C 3.030 -2.403 -2.091 -0.01 0.09 -0.01 0.0424
N 2.325 -1.471 -2.748 -0.10 -0.01 -0.02 -0.4883
C 2.685 -0.166 -2.571 -0.33 0.05 0.16 -0.0522
H 3.493 3.419 -1.191 0.04 0.00 -0.04 0.3793
H 2.277 2.197 -1.313 0.07 -0.03 0.09 0.4436
H 5.477 -0.550 -0.678 -0.02 0.00 0.02 0.2137
H 4.740 -2.958 -0.924 -0.02 0.00 0.02 0.1956
H 2.660 -3.420 -2.188 -0.03 0.00 0.01 0.1743
H 2.322 0.524 -3.333 0.02 0.05 -0.01 0.2014
F -0.740 -2.456 -3.584 0.10 -0.05 -0.03 -0.3230
C -1.355 -2.106 -2.451 -0.14 0.13 -0.16 0.7010
F -0.639 -2.557 -1.417 0.21 0.01 0.05 -0.3236
F -2.516 -2.793 -2.408 -0.06 -0.10 0.03 -0.3427
S -1.746 -0.270 -2.425 -1.37 0.47 -0.60 2.3189
O -0.755 0.449 -3.213 0.01 -0.46 0.29 -0.9811
O -3.040 -0.318 -3.088 0.06 0.08 0.07 -1.0104
O -1.819 0.058 -1.011 0.33 -0.24 -0.14 -0.9890

***

34
Properties=species:S:1:pos:R:3:forces:R:3:nbo_charge:R:1 method="wB97M-V/def2-TZVPD" homo_lumo_gap_ev=9.2 e_lumo_ev=0.164 homo_ev=-9.09 energy_ev=-20811.307 mol_weight_da=226.3
C -0.309 -0.483 2.747 -1.52 1.07 0.94 -0.5828
C -0.492 0.215 1.398 1.22 1.06 0.41 -0.4272
C -0.197 1.691 1.621 -0.13 1.22 -1.23 -0.4823
C -0.565 2.585 0.455 -0.09 4.26 -1.39 0.2515
N -0.822 3.308 -0.474 1.37 2.53 15.68 -0.3084
H 0.370 0.044 3.418 -0.46 0.83 0.10 0.2161
H 0.328 -1.352 2.584 -4.62 2.17 5.55 0.1810
H -1.253 -0.720 3.237 0.23 -0.13 0.22 0.2286
H -1.401 0.304 0.804 -0.55 -1.43 0.65 0.2166
H 0.282 -0.238 0.777 -0.44 0.62 -0.21 0.2062
H 0.840 1.878 1.898 0.05 0.08 -0.11 0.2450
H -0.810 2.099 2.424 -0.02 -0.22 0.20 0.2497
C 1.272 -1.547 -0.772 0.25 -0.32 -1.74 -0.6313
C 0.491 -2.572 0.065 0.51 0.43 -0.88 -0.4063
C 0.975 -2.537 1.492 2.94 -2.41 -1.08 -0.4737
C 2.455 -2.686 1.688 1.54 0.05 0.06 0.2705
N 3.579 -2.781 1.992 -2.16 0.20 -0.69 -0.3347
H 0.939 -1.565 -1.810 -0.14 -0.45 -0.21 0.2144
H 2.337 -1.766 -0.845 0.03 -0.17 0.31 0.2317
H 1.200 -0.473 -0.599 -0.07 -0.25 0.75 0.2035
H 0.591 -3.578 -0.343 0.52 0.01 -0.18 0.2285
H -0.580 -2.420 -0.071 -0.15 0.41 0.66 0.2191
H 0.670 -3.416 2.059 -0.97 0.38 0.35 0.2526
H 0.739 -1.578 1.952 3.32 -2.88 -4.85 0.2213
C -0.875 1.661 -1.617 0.20 -2.18 -1.47 -0.1128
C -1.065 0.741 -2.758 -0.85 1.57 -2.32 -0.0948
O -1.285 1.788 -3.798 -0.80 -4.65 -3.04 -0.4949
C -1.289 3.001 -3.384 1.00 2.97 -3.71 0.9785
O -1.422 3.985 -4.124 -0.23 -2.20 2.21 -0.6071
O -0.882 2.991 -2.164 -0.04 -1.28 -4.10 -0.4510
H 0.116 1.592 -1.168 -0.39 -0.98 -0.39 0.2022
H -1.712 1.546 -0.927 0.26 -0.37 -0.45 0.1952
H -2.006 0.191 -2.775 0.25 -0.24 0.33 0.1975
H -0.217 0.093 -2.981 -0.07 0.28 -0.40 0.1975

***

20
Properties=species:S:1:pos:R:3:forces:R:3:nbo_charge:R:1 method="wB97M-V/def2-TZVPD" smiles=Cc1c[nH]cn1.CC homo_lumo_gap_ev=9.5 e_lumo_ev=0.875 homo_ev=-8.61 energy_ev=-9396.088 mol_weight_da=112.2
C 2.382 -1.382 -2.136 1.60 -0.79 1.07 -0.6320
C 1.136 -1.124 -1.414 -2.05 1.87 -0.85 0.0786
C 0.526 -1.541 -0.281 -0.13 -1.54 1.23 -0.1071
N -0.826 -1.223 -0.349 0.76 1.00 -0.80 -0.5334
C -0.933 -0.412 -1.451 0.26 -1.04 -0.99 0.1516
N 0.197 -0.360 -2.107 -0.32 -0.16 -0.18 -0.4581
H 2.293 -2.366 -2.619 0.35 0.26 0.09 0.2225
H 3.195 -1.390 -1.385 -0.01 -0.39 -0.57 0.2132
H 2.663 -0.645 -2.887 -0.51 0.12 0.12 0.2380
H 0.859 -2.158 0.550 0.11 0.18 -0.29 0.2098
H -1.478 -1.220 0.412 0.06 -0.23 0.08 0.4145
H -1.852 -0.169 -1.976 -0.08 0.39 0.78 0.2030
C -0.914 1.155 1.458 -1.04 0.69 0.86 -0.6044
C -1.139 2.349 2.406 0.31 -0.95 0.65 -0.6081
H -1.459 0.257 1.749 0.06 0.05 0.67 0.1744
H -1.375 1.359 0.500 0.85 0.26 -0.57 0.2113
H 0.144 0.957 1.517 0.24 -0.40 -0.87 0.2170
H -0.280 2.999 2.368 0.22 0.47 -0.32 0.2043
H -2.028 2.932 2.199 -0.22 -0.06 0.14 0.2047
H -1.110 1.981 3.446 -0.46 0.26 -0.26 0.2003

***

Calculated energy relative to the best compared isomer or geometry (same formula, charge and spin) (kcal per mole), listed in the same order as above: 65.72 65.60 82.90 3.56 295.78 17.56